# 1
Entry from OMol25: a structure of composition C26H47O2PbSi2 (ωB97M-V/def2-TZVPD).

```
78
Properties=species:S:1:pos:R:3
O 0.36057 -0.50146 -5.73966
C 0.12397 0.79898 -6.44515
C 0.03483 0.17428 -7.82239
H 0.96021 1.50228 -6.29850
H -0.82416 1.25428 -6.12186
C 0.21195 -1.13905 -7.03625
H 0.86585 0.44611 -8.47049
H -0.94737 0.28104 -8.28570
C 1.42106 -1.94987 -7.44468
H 2.34420 -1.37671 -7.33598
H 1.31230 -2.28926 -8.48495
H 1.50135 -2.82838 -6.79822
C -1.03896 -1.98100 -7.08440
H -1.91312 -1.41563 -6.74970
H -0.94390 -2.85180 -6.43002
H -1.21556 -2.32299 -8.11166
Pb -0.05132 -0.18528 1.86451
C -2.79412 -1.23733 2.32492
C -2.99659 0.17052 2.46835
C -2.89196 0.76859 1.17785
H -3.29103 0.68168 3.38301
C -2.64582 -0.27288 0.23233
C -2.59094 -1.51082 0.94152
H -2.44590 -2.49770 0.49810
H -2.86880 -1.97472 3.12399
H -3.05489 1.82385 0.94849
H -2.58820 -0.14501 -0.84921
C 1.24224 -3.29211 2.55003
C 0.15430 -3.58738 1.68497
C 0.42114 -2.99441 0.41911
H -0.70357 -4.21298 1.93584
C 1.65706 -2.27961 0.51404
C 2.17812 -2.49301 1.82925
H 3.15521 -2.17489 2.19752
H 1.35988 -3.66837 3.56793
H -0.17074 -3.12628 -0.48547
H 2.12865 -1.72804 -0.30194
O 1.04901 -0.39533 -2.30179
C -0.18585 -1.13408 -2.54597
C -1.19647 -0.19765 -3.22758
H -0.59214 -1.46073 -1.56818
H 0.03680 -2.04927 -3.11546
C -0.31099 1.01039 -3.53353
H -1.99569 0.10919 -2.53377
H -1.68167 -0.70932 -4.06052
C 0.60079 1.00576 -2.31737
H -0.80919 1.93302 -3.83761
H 0.35240 0.67738 -4.33796
H 0.01771 1.30159 -1.41458
H 1.46144 1.67353 -2.37610
C 2.24719 3.70977 3.84390
Si 0.86010 2.69827 3.08304
C -0.79109 3.39638 3.67186
C 0.89856 2.89711 1.20116
C 1.05590 0.91879 3.60322
Si 0.52164 0.30318 5.26961
C -1.33088 0.37470 5.56734
C 1.07246 -1.47780 5.46327
C 1.31547 1.34894 6.61443
H 2.13512 4.77265 3.58857
H 3.22334 3.36518 3.47588
H 2.25433 3.62674 4.93830
H -0.81947 4.46136 3.38653
H -1.66283 2.89797 3.21809
H -0.89005 3.33924 4.76621
H 1.65449 2.25459 0.72238
H -0.07238 2.71023 0.71273
H 1.17100 3.94448 0.99019
H 2.09765 0.56604 3.43761
H -1.89492 -0.35277 4.96751
H -1.49777 0.12320 6.62746
H -1.75810 1.36982 5.38661
H 1.99182 -1.68248 4.89739
H 1.27380 -1.67461 6.52802
H 0.30697 -2.19570 5.13787
H 2.40546 1.39000 6.48900
H 0.93260 2.37771 6.61970
H 1.09747 0.90792 7.59699
```

LUMO	0.081	Ha
spin multiplicity	1
energy	-52821.6780	eV
charge	-1

These are the Mulliken partial charges, in e, on atoms 1 to 5:
1 O -0.430
2 C -0.407
3 C -0.820
4 H 0.311
5 H 0.241



# 2
Entry from OMol25: a structure of composition C67H74N11OS4W (ωB97M-V/def2-TZVPD).

```
158
Properties=species:S:1:pos:R:3
W -0.23696 -0.03528 0.31101
C 1.02348 5.07961 3.45829
C 2.22022 4.42068 2.78893
N 2.14493 2.95456 2.79475
C 1.30516 2.26170 2.01047
S 1.08758 0.58442 2.37062
N 0.72685 2.90283 1.01586
N -0.13827 2.14439 0.28794
C -0.85753 2.77068 -0.58199
C -0.79075 4.23554 -0.84683
C -1.84214 1.93707 -1.27988
C -2.71106 2.43950 -2.22966
C -3.68018 1.60701 -2.76883
C -3.76983 0.30596 -2.30537
C -2.85963 -0.12458 -1.35945
N -1.88642 0.65660 -0.88218
H 1.12225 6.16443 3.42146
H 0.94922 4.78296 4.50583
H 0.09825 4.80321 2.94939
H 3.14099 4.68813 3.30500
H 2.31475 4.74144 1.75326
H 2.43082 2.48123 3.63823
H -1.75991 4.69843 -0.64356
H -0.55303 4.42927 -1.89622
H -0.03503 4.69839 -0.22514
H -2.63415 3.47630 -2.52533
H -4.37449 1.97450 -3.51297
H -4.54159 -0.36299 -2.65895
H -2.90390 -1.12388 -0.95335
C -5.88500 2.61005 4.04678
C -4.95292 1.58396 4.71190
C -4.30849 2.20714 5.96159
C -5.77058 0.36245 5.12949
C -3.85583 1.22383 3.72445
C -2.94897 2.18011 3.27199
C -1.97418 1.84710 2.36416
N -1.80730 0.60737 1.85821
C -2.65416 -0.32931 2.31231
C -3.67387 -0.04887 3.21138
C -2.39736 -1.68497 1.82088
C -3.11819 -2.78942 2.26118
C -2.81983 -4.06922 1.82904
C -1.76429 -4.15438 0.91958
C -1.08885 -3.02849 0.52074
N -1.37598 -1.77969 0.95672
C -3.55195 -5.31356 2.30330
C -2.53377 -6.24875 2.97716
C -4.17228 -6.01751 1.08695
C -4.65693 -4.97976 3.30515
H -6.65226 2.92007 4.75686
H -6.38251 2.18189 3.17399
H -5.34374 3.50304 3.72912
H -5.08156 2.42227 6.69922
H -3.79956 3.14528 5.73466
H -3.58625 1.52545 6.41568
H -6.52066 0.66621 5.85908
H -5.14749 -0.40220 5.60073
H -6.30080 -0.08303 4.28404
H -2.99069 3.20291 3.62155
H -1.29210 2.61157 2.04559
H -4.33422 -0.84402 3.51712
H -3.91707 -2.63851 2.96898
H -1.45016 -5.10724 0.51239
H -0.26789 -3.10466 -0.16365
H -1.75192 -6.56659 2.28468
H -3.04281 -7.14330 3.33716
H -2.05949 -5.76131 3.83173
H -3.41551 -6.31150 0.35707
H -4.90093 -5.37420 0.58927
H -4.68749 -6.92196 1.41166
H -4.25996 -4.50287 4.20458
H -5.15105 -5.90004 3.61559
H -5.42056 -4.33147 2.86819
N 1.17679 -1.51535 0.41685
S 2.39810 -2.23719 0.68872
N 3.83601 -1.57353 0.31145
S 4.30630 -1.26697 -1.12716
N 3.34123 -0.63812 -2.15506
S 2.38974 0.67902 -1.88886
N 1.18536 0.54382 -1.10547
C 3.47281 1.98105 -1.35297
C 4.03201 2.88480 -2.25123
C 4.85923 3.88440 -1.76069
C 5.12524 3.96215 -0.39993
C 4.56240 3.04771 0.48158
C 3.72250 2.05170 0.01163
C 2.06393 1.08218 -3.59047
C 0.98383 1.93303 -3.78836
C 0.64268 2.30501 -5.07806
C 1.37643 1.82329 -6.15594
C 2.45719 0.97694 -5.94691
C 2.81217 0.60310 -4.65743
C 4.86571 -2.72396 -1.95369
C 4.65939 -2.89109 -3.31538
C 5.13945 -4.04328 -3.91817
C 5.80443 -4.99960 -3.16238
C 6.00425 -4.81222 -1.79889
C 5.53821 -3.66405 -1.18135
C 5.77005 -0.31738 -0.87941
C 6.33780 0.25603 -2.01170
C 7.51663 0.96598 -1.86736
C 8.10735 1.08678 -0.61399
C 7.52429 0.50499 0.50365
C 6.34003 -0.20570 0.38047
C 2.70258 -2.56858 2.39617
C 1.55898 -2.78712 3.15393
C 1.69818 -3.06440 4.50376
C 2.96385 -3.12181 5.07452
C 4.09829 -2.90611 4.30236
C 3.97566 -2.62841 2.94889
C 2.36494 -3.82617 -0.09547
C 2.67343 -4.98999 0.59338
C 2.60451 -6.20220 -0.08408
C 2.24027 -6.23341 -1.42254
C 1.93429 -5.05468 -2.09761
C 1.98594 -3.84028 -1.43502
H 3.83371 2.81814 -3.31111
H 5.29754 4.60109 -2.44238
H 5.77339 4.74319 -0.02347
H 4.77267 3.11205 1.54151
H 3.26561 1.33591 0.68774
H 0.42462 2.28970 -2.93112
H -0.18987 2.97585 -5.24705
H 1.10953 2.11669 -7.16290
H 3.03213 0.61541 -6.78964
H 3.66093 -0.03758 -4.48252
H 4.12217 -2.14576 -3.88153
H 4.99657 -4.19458 -4.98003
H 6.17643 -5.89669 -3.63984
H 6.52984 -5.55861 -1.21831
H 5.68897 -3.50257 -0.12065
H 5.86832 0.14878 -2.98234
H 7.97925 1.42073 -2.73312
H 9.03282 1.63825 -0.51001
H 7.99169 0.60442 1.47422
H 5.85914 -0.65269 1.23804
H 0.58187 -2.72863 2.69016
H 0.82027 -3.23440 5.11286
H 3.06713 -3.33659 6.13010
H 5.07978 -2.95657 4.75466
H 4.84770 -2.46635 2.33368
H 2.96373 -4.96049 1.63495
H 2.84060 -7.12086 0.43647
H 2.19630 -7.18019 -1.94532
H 1.65790 -5.08629 -3.14448
H 1.74132 -2.91046 -1.93837
C -1.55977 -3.73736 -4.45712
N -0.83673 -2.66327 -3.78873
C 0.07668 -1.86212 -4.58968
C -1.04043 -2.38236 -2.50523
O -0.48997 -1.46005 -1.89581
H -0.85571 -4.40835 -4.94886
H -2.23622 -3.33357 -5.21094
H -2.13799 -4.30490 -3.73054
H 0.72168 -2.52183 -5.17117
H 0.67719 -1.24474 -3.92867
H -0.47509 -1.21924 -5.27830
H -1.75462 -3.06225 -2.01907
```

LUMO	-0.258	Ha
spin multiplicity	1
energy relative to the best compared isomer or geometry (same formula, charge and spin)	0.000	eV
energy	-134262.1665	eV
charge	+3

These are the Mulliken partial charges, in e, on atoms 1 to 5:
1 W 1.471
2 C -1.141
3 C -0.371
4 N 0.221
5 C -0.228